Below is a single CH3FN2O2 molecule in a non-equilibrium geometry, with properties calculated with ωB97M-V with the def2-TZVPD basis set.

Geometry as XYZ:
```
9
CH3FN2O2 (ωB97M-V with the def2-TZVPD basis set)
N 1.334 0.504 0.052
C 0.465 -0.366 0.015
O 0.350 -1.416 -0.527
N -1.090 0.311 0.534
O -1.914 -0.648 0.248
F -1.199 1.255 -0.553
H 1.150 1.286 0.714
H 2.400 0.364 -0.222
H -1.496 -1.291 -0.260
```

Computed properties:
**Orbital gap**: 0.37549 hartree
**SMILES**: NC(=O)N(O)F
**Total energy**: -399.6266 a.u.
**Lowest unoccupied orbital energy**: 0.4 eV
**Energy relative to the best compared isomer or geometry (same formula, charge and spin)**: 0.833 eV
**Total charge**: 0
**Spin multiplicity**: 1
**HOMO level**: -0.360 hartree

Below is a molecular structure, C5H11ClF3O3OsRuS in a non-equilibrium geometry, with properties calculated with ωB97M-V with the def2-TZVPD basis set.

Geometry as XYZ:
```
26
C5H11ClF3O3OsRuS (ωB97M-V with the def2-TZVPD basis set)
Ru 0.863 0.472 -4.597
Cl 0.882 1.933 -2.927
C -0.819 0.197 -5.686
C 2.568 -0.529 -5.025
H -0.692 -0.562 -6.469
H -1.611 -0.111 -4.982
H -1.101 1.163 -6.139
H 2.445 -1.237 -5.855
H 2.858 -1.069 -4.107
H 3.353 0.207 -5.267
Os -0.001 0.132 0.003
C -1.555 1.192 -0.641
C -0.490 -1.583 0.391
H -2.009 0.735 -1.549
H -2.284 1.364 0.190
H -1.098 2.174 -0.930
H 0.223 -2.338 0.818
H -1.518 -2.024 0.422
F 1.022 1.465 5.218
C 1.099 1.959 3.956
F 0.208 2.976 3.809
F 2.360 2.430 3.722
S 0.679 0.541 2.788
O 1.357 -0.606 3.316
O -0.759 0.636 2.571
O 1.244 0.853 1.364
```

Computed properties:
**Orbital gap (spin up / spin down)**: 0.25040 / 0.24783 hartree
**Total energy**: -1765.9683 a.u.
**Lowest unoccupied orbital energy (spin up / spin down)**: 0.1 / -3.1 eV
**Energy relative to the best compared isomer or geometry (same formula, charge and spin)**: 0.000 eV
**Total charge**: 0
**Spin multiplicity**: 10
**HOMO level (spin up / spin down)**: -0.248 / -0.360 hartree

Below is a single C5H8N2 molecule, with properties calculated with ωB97M-V with the def2-TZVPD basis set.

Geometry as XYZ:
```
15
C5H8N2 (ωB97M-V with the def2-TZVPD basis set)
C -0.187 -0.496 1.366
C -0.031 -0.353 -0.133
C -0.717 0.825 -0.741
C -0.906 2.005 -0.054
N -0.937 3.079 0.509
C 1.190 -0.922 -0.774
N -0.114 -1.548 -0.972
H 0.166 0.400 1.889
H -1.242 -0.638 1.626
H 0.386 -1.350 1.743
H -0.999 0.793 -1.787
H 0.074 2.449 -0.487
H 1.918 -1.413 -0.129
H 1.611 -0.451 -1.659
H -0.213 -2.379 -0.395
```

Computed properties:
**Orbital gap (spin up / spin down)**: 0.30696 / 0.30696 hartree
**Total energy**: -304.6341 a.u.
**Lowest unoccupied orbital energy (spin up / spin down)**: 0.4 / 0.4 eV
**Energy relative to the best compared isomer or geometry (same formula, charge and spin)**: 5.480 eV
**Total charge**: 0
**Spin multiplicity**: 1
**HOMO level (spin up / spin down)**: -0.294 / -0.294 hartree

Below is 3 unconnected molecules or ions with the total composition C22H56N11O4P2S in a non-equilibrium geometry, with properties calculated with ωB97M-V with the def2-TZVPD basis set.

Geometry as XYZ:
```
96
C22H56N11O4P2S (ωB97M-V with the def2-TZVPD basis set)
N -3.990 -3.007 -2.008
C -2.944 -3.618 -2.693
N -2.382 -4.715 -2.228
N -2.550 -3.065 -3.887
O -2.318 -4.046 -4.877
C -1.379 -2.160 -3.850
C -1.515 -0.961 -2.914
C -2.400 0.145 -3.527
C -3.067 0.953 -2.416
C -4.484 0.492 -2.082
C -5.466 0.499 -3.274
C -6.223 -0.818 -3.293
S -7.545 -0.886 -4.534
C -8.516 -2.082 -3.724
N -8.070 -3.219 -3.317
N -9.136 -3.853 -2.688
C -10.122 -3.049 -2.776
O -9.816 -1.905 -3.417
H -4.826 -3.589 -1.960
H -3.680 -2.764 -1.070
H -1.394 -4.920 -2.311
H -2.946 -5.373 -1.707
H -2.949 -4.767 -4.748
H -1.288 -1.746 -4.855
H -0.469 -2.742 -3.678
H -1.817 -1.229 -1.898
H -0.510 -0.540 -2.853
H -3.123 -0.272 -4.229
H -1.728 0.823 -4.054
H -3.088 2.022 -2.639
H -2.450 0.863 -1.518
H -4.890 1.153 -1.314
H -4.477 -0.507 -1.641
H -4.979 0.710 -4.227
H -6.195 1.300 -3.131
H -6.660 -0.981 -2.307
H -5.539 -1.646 -3.465
H -11.100 -3.235 -2.369
O 0.604 1.538 -1.764
P 1.011 2.920 -1.325
N 1.825 3.375 -2.781
C 2.802 4.443 -2.896
C 1.007 3.334 -3.989
N 2.148 2.504 -0.106
C 3.572 2.723 -0.291
C 1.923 1.213 0.539
N 0.828 4.550 -0.771
C 0.841 4.794 0.687
C -0.443 5.131 -1.281
H 2.364 5.447 -2.812
H 3.280 4.375 -3.876
H 3.600 4.358 -2.169
H 0.421 4.254 -4.131
H 0.316 2.492 -3.957
H 1.638 3.204 -4.870
H 3.971 2.211 -1.175
H 4.110 2.360 0.587
H 3.808 3.786 -0.349
H 2.295 0.374 -0.061
H 0.863 1.050 0.731
H 2.429 1.192 1.506
H 0.150 4.150 1.235
H 0.558 5.833 0.866
H 1.837 4.665 1.096
H -1.320 4.643 -0.847
H -0.503 5.031 -2.366
H -0.488 6.194 -1.051
O 3.903 -0.161 3.263
P 4.159 -0.810 4.576
N 5.191 -2.107 4.177
C 5.468 -3.248 5.032
C 6.401 -1.729 3.448
N 2.572 -1.402 4.942
C 2.301 -2.821 5.060
C 1.492 -0.740 4.222
N 4.590 -0.669 6.237
C 3.565 -0.191 7.186
C 5.762 0.235 6.384
H 6.088 -2.999 5.903
H 6.004 -3.999 4.449
H 4.566 -3.733 5.386
H 7.207 -1.401 4.119
H 6.191 -0.923 2.747
H 6.772 -2.576 2.869
H 2.562 -3.385 4.154
H 1.238 -2.975 5.263
H 2.815 -3.256 5.917
H 1.371 -1.119 3.198
H 1.656 0.333 4.166
H 0.553 -0.895 4.762
H 3.082 0.734 6.863
H 4.044 -0.010 8.149
H 2.803 -0.944 7.352
H 5.519 1.268 6.120
H 6.582 -0.093 5.743
H 6.125 0.214 7.410
```

Computed properties:
**Orbital gap**: 0.19437 hartree
**Total energy**: -2855.6418 a.u.
**Lowest unoccupied orbital energy**: -4.7 eV
**Total charge**: +1
**Spin multiplicity**: 1
**HOMO level**: -0.367 hartree

Below is 2 unconnected molecules or ions with the total composition C4H6O2 in a non-equilibrium geometry, with properties calculated with ωB97M-V with the def2-TZVPD basis set.

Geometry as XYZ:
```
12
C4H6O2 (ωB97M-V with the def2-TZVPD basis set)
C 1.322 -0.176 0.212
C -0.059 0.055 0.759
C -0.774 1.312 0.541
O -1.123 0.141 -0.182
C -0.586 -1.909 -2.033
O -1.668 -1.950 -2.373
H 2.074 0.074 0.968
H 1.459 -1.222 -0.079
H 1.490 0.446 -0.673
H -0.315 -0.521 1.649
H -0.304 2.097 -0.051
H -1.515 1.653 1.263
```

Computed properties:
**Orbital gap**: 0.42447 hartree
**Total energy**: -306.4385 a.u.
**Lowest unoccupied orbital energy**: 1.2 eV
**Energy relative to the best compared isomer or geometry (same formula, charge and spin)**: 1.844 eV
**Total charge**: 0
**Spin multiplicity**: 1
**HOMO level**: -0.382 hartree

Below is a single C6H7N3 molecule in a non-equilibrium geometry, with properties calculated with ωB97M-V with the def2-TZVPD basis set.

Geometry as XYZ:
```
16
C6H7N3 (ωB97M-V with the def2-TZVPD basis set)
C -1.471 -0.901 -0.128
C -0.222 -0.110 0.112
C -1.209 0.924 -0.058
C -2.363 0.247 0.136
C 1.131 -0.225 0.198
C 1.804 1.051 0.366
N -3.731 0.349 0.248
N 1.916 -1.359 0.198
N 3.002 1.091 -0.158
H -1.511 -1.591 -1.087
H -4.364 0.278 -0.549
H -3.908 1.307 0.654
H 1.519 -2.249 0.139
H 2.650 -1.237 0.925
H 3.565 1.932 -0.125
H 3.194 0.493 -0.871
```

Computed properties:
**Orbital gap**: 0.28526 hartree
**Total energy**: -396.8345 a.u.
**Lowest unoccupied orbital energy**: 0.6 eV
**Energy relative to the best compared isomer or geometry (same formula, charge and spin)**: 7.014 eV
**Total charge**: 0
**Spin multiplicity**: 1
**HOMO level**: -0.265 hartree

Below is a single C8H11N3O2 molecule in a non-equilibrium geometry, with properties calculated with ωB97M-V with the def2-TZVPD basis set.

Geometry as XYZ:
```
24
C8H11N3O2 (ωB97M-V with the def2-TZVPD basis set)
C 0.928 -1.908 -1.021
C 1.134 -0.625 -0.262
C 1.530 -0.991 1.111
C 2.252 0.205 -0.857
C -0.222 0.057 -0.111
C -1.269 -0.395 0.656
C -2.644 0.098 0.793
N -3.187 1.266 0.696
O -3.677 2.411 0.681
N -0.281 1.301 -0.762
C -1.040 2.279 -0.635
N -1.565 3.372 -0.434
O -2.747 3.735 -0.098
H 0.248 -2.490 -0.498
H 0.317 -1.626 -1.880
H 1.746 -2.456 -1.285
H 1.464 -0.222 1.856
H 0.836 -1.771 1.460
H 2.520 -1.420 1.154
H 3.152 -0.441 -1.147
H 2.210 0.913 -1.715
H 2.749 0.778 0.001
H -1.159 -1.450 1.101
H -3.296 -0.620 1.196
```

Computed properties:
**Orbital gap (spin up / spin down)**: 0.26824 / 0.27917 hartree
**SMILES**: CC(C)(C)C(/C=C\N=O)=N/C#[N+][O-]
**Total energy**: -625.8398 a.u.
**Lowest unoccupied orbital energy (spin up / spin down)**: -0.6 / -0.3 eV
**Energy relative to the best compared isomer or geometry (same formula, charge and spin)**: 7.528 eV
**Total charge**: 0
**Spin multiplicity**: 1
**HOMO level (spin up / spin down)**: -0.289 / -0.291 hartree

Below is a molecular structure, C6H24CuN12O6 in a non-equilibrium geometry, with properties calculated with ωB97M-V with the def2-TZVPD basis set.

Geometry as XYZ:
```
49
C6H24CuN12O6 (ωB97M-V with the def2-TZVPD basis set)
Cu -0.123 0.003 0.497
C 0.002 -2.799 -1.611
O -0.299 -1.727 -1.117
N -0.473 -3.238 -2.808
N 0.788 -3.693 -0.922
H -1.287 -2.733 -3.119
H -0.458 -4.211 -3.062
H 0.889 -4.616 -1.302
H 1.372 -3.327 -0.190
C -3.420 0.849 0.381
O -2.418 0.222 0.653
N -3.439 2.010 -0.351
N -4.661 0.370 0.666
H -2.617 2.580 -0.349
H -4.340 2.461 -0.357
H -5.488 0.899 0.456
H -4.748 -0.390 1.314
C 1.690 1.806 2.421
O 0.767 1.017 2.300
N 2.996 1.453 2.470
N 1.434 3.158 2.566
H 3.263 0.494 2.346
H 3.688 2.165 2.610
H 0.621 3.444 2.048
H 2.248 3.748 2.496
C -0.473 2.317 -2.055
O -0.230 1.731 -1.014
N -0.350 1.743 -3.276
N -0.778 3.651 -2.091
H -0.151 0.756 -3.293
H -0.745 2.125 -4.117
H -1.395 4.052 -2.777
H -0.863 4.025 -1.160
C 3.173 0.368 -0.913
O 2.179 0.013 -0.294
N 3.260 1.603 -1.482
N 4.205 -0.492 -1.166
H 3.977 1.786 -2.156
H 2.437 2.153 -1.310
H 5.100 -0.086 -1.382
H 4.183 -1.383 -0.706
C -0.755 -2.793 2.559
O 0.252 -2.156 2.298
N -1.360 -2.772 3.784
N -1.405 -3.535 1.612
H -1.079 -1.967 4.322
H -2.300 -3.094 3.923
H -1.957 -4.321 1.915
H -0.913 -3.667 0.743
```

Computed properties:
**Orbital gap**: 0.29155 hartree
**Total energy**: -2992.0975 a.u.
**Lowest unoccupied orbital energy**: -1.8 eV
**Energy relative to the best compared isomer or geometry (same formula, charge and spin)**: 0.000 eV
**Total charge**: +1
**Spin multiplicity**: 1
**HOMO level**: -0.359 hartree

Below is 2 unconnected molecules or ions with the total composition C3H7IN in a non-equilibrium geometry, with properties calculated with ωB97M-V with the def2-TZVPD basis set.

Geometry as XYZ:
```
12
C3H7IN (ωB97M-V with the def2-TZVPD basis set)
C -0.130 1.689 -1.349
C -0.404 0.924 -0.286
C 0.050 -0.456 0.031
N 0.146 -1.136 1.424
I 1.906 -1.086 -0.938
H -0.471 2.689 -1.331
H 0.683 1.646 -2.162
H -1.174 1.249 0.322
H -1.216 -1.551 -0.830
H -0.843 -1.255 1.820
H 0.694 -2.045 1.161
H 0.758 -0.669 2.140
```

Computed properties:
**Orbital gap (spin up / spin down)**: 0.31048 / 0.31047 hartree
**Total energy**: -470.5185 a.u.
**Lowest unoccupied orbital energy (spin up / spin down)**: -5.2 / -5.2 eV
**Energy relative to the best compared isomer or geometry (same formula, charge and spin)**: 5.028 eV
**Total charge**: +1
**Spin multiplicity**: 1
**HOMO level (spin up / spin down)**: -0.500 / -0.500 hartree

Below is 2 unconnected molecules or ions with the total composition CH8N3 in a non-equilibrium geometry, with properties calculated with ωB97M-V with the def2-TZVPD basis set.

Geometry as XYZ:
```
12
CH8N3 (ωB97M-V with the def2-TZVPD basis set)
N 0.219 -2.378 0.533
H 1.204 -2.175 0.669
H 1.357 1.143 0.780
H -0.133 -2.712 1.420
H 0.105 -3.161 -0.101
N -0.692 0.093 -0.750
C -0.191 1.259 -0.537
N 0.531 1.650 0.521
H -0.395 -0.769 -0.232
H -1.305 -0.130 -1.557
H -0.450 2.118 -1.142
H 0.247 2.450 1.051
```

Computed properties:
**Orbital gap**: 0.40166 hartree
**Total energy**: -206.9271 a.u.
**Lowest unoccupied orbital energy**: -4.1 eV
**Energy relative to the best compared isomer or geometry (same formula, charge and spin)**: 0.887 eV
**Total charge**: +1
**Spin multiplicity**: 1
**HOMO level**: -0.554 hartree